(one)
The following is a DFT calculation (ωB97M-V/def2-TZVPD) of 11 unconnected molecules or ions with the total composition C22H66O22.

Values from the calculation:
Orbital gap   9.86 eV
Charge   0
SMILES string   OCCO.OCCO.OCCO.OCCO.OCCO.OCCO.OCCO.OCCO.OCCO.OCCO.OCCO

Element x y z (Å)
O (4.68168, 9.35979, -0.81574)
C (3.65520, 10.05122, -0.08798)
C (2.55380, 8.86510, -0.00191)
O (3.02476, 7.90937, 0.91941)
H (4.48919, 9.43286, -1.75340)
H (4.11472, 10.53857, 0.77192)
H (3.52637, 10.90491, -0.75335)
H (2.28703, 8.40585, -0.95377)
H (1.65045, 9.38545, 0.31634)
H (3.96140, 7.81213, 0.73273)
O (-8.51658, -2.45897, 3.30114)
C (-8.64077, -1.07846, 3.11832)
C (-9.26043, -0.46720, 4.29165)
O (-9.03523, 0.91210, 4.14472)
H (-9.31681, -2.92012, 3.56300)
H (-7.56663, -0.89315, 3.11964)
H (-9.11147, -0.78161, 2.18108)
H (-8.81843, -0.88167, 5.19770)
H (-10.32019, -0.72087, 4.26590)
H (-9.53006, 1.26137, 4.88954)
O (-0.18878, -7.87712, 1.61207)
C (-1.50394, -7.37369, 1.60920)
C (-2.10450, -7.30821, 0.21279)
O (-1.23667, -6.82944, -0.75082)
H (0.28570, -7.63957, 0.81204)
H (-2.17998, -7.89519, 2.28678)
H (-1.27897, -6.41796, 2.08258)
H (-2.98087, -6.66008, 0.21309)
H (-2.33690, -8.31972, -0.12029)
H (-1.74529, -6.21548, -1.28558)
O (7.07334, 3.02164, -5.47279)
C (6.83182, 3.50613, -4.17041)
C (6.92292, 2.53507, -3.00932)
O (5.87543, 1.50105, -3.30525)
H (6.88099, 2.08194, -5.43330)
H (7.50799, 4.31548, -3.89498)
H (5.86790, 4.01275, -4.12255)
H (6.70822, 2.98122, -2.03826)
H (7.94618, 2.19093, -2.85904)
H (5.07637, 1.92747, -2.98704)
O (-4.53984, 5.98407, -0.02567)
C (-5.26390, 5.62858, 1.07291)
C (-4.55967, 6.33841, 2.22405)
O (-4.67487, 7.71314, 1.96677)
H (-4.38558, 6.92752, 0.06216)
H (-6.31451, 5.91854, 1.08845)
H (-5.20913, 4.55046, 1.22378)
H (-3.51073, 6.04751, 2.28056)
H (-5.20267, 5.98610, 3.03060)
H (-4.62727, 8.05993, 2.86068)
O (-1.47443, 0.06916, 0.19963)
C (-0.72302, -0.55352, -0.81603)
C (-0.56071, 0.33957, -2.03157)
O (0.40746, 1.42135, -1.75095)
H (-1.29387, -0.24883, 1.08725)
H (0.23329, -0.89576, -0.42052)
H (-1.33341, -1.43520, -1.01133)
H (-1.47823, 0.82944, -2.35756)
H (-0.15778, -0.29539, -2.82062)
H (-0.15138, 2.08527, -1.34047)
O (-1.97969, -0.70412, 7.01683)
C (-2.69313, -0.79495, 8.25483)
C (-2.89895, 0.64971, 8.80318)
O (-3.89571, 1.45622, 8.17804)
H (-1.48422, 0.09930, 7.19182)
H (-3.56183, -1.42028, 8.04887)
H (-2.33352, -1.35714, 9.11664)
H (-1.95668, 1.19756, 8.79416)
H (-3.23510, 0.43786, 9.81818)
H (-3.94468, 1.25694, 7.24023)
O (7.25941, 0.48683, 3.86110)
C (6.38299, 0.38657, 5.06321)
C (4.98404, 0.89042, 4.69540)
O (4.15495, 0.66314, 5.87256)
H (6.91583, 0.04701, 3.08000)
H (6.32566, -0.66651, 5.33860)
H (6.68732, 0.93995, 5.95160)
H (4.69225, 0.33275, 3.80548)
H (4.80907, 1.89102, 4.30006)
H (4.37048, 1.36326, 6.49302)
O (5.03943, -6.16463, -1.69400)
C (5.64670, -5.00267, -1.07312)
C (7.03264, -4.66909, -1.73962)
O (6.93863, -4.04216, -2.99198)
H (5.21869, -6.17332, -2.63707)
H (4.89102, -4.22477, -1.18232)
H (5.69782, -5.13142, 0.00804)
H (7.56953, -5.60752, -1.87819)
H (7.67553, -4.15008, -1.02870)
H (6.54358, -3.17476, -2.87727)
O (4.35888, -7.28990, -7.18016)
C (3.56085, -6.74549, -8.26924)
C (2.92566, -5.43223, -7.84800)
O (4.08959, -4.49009, -7.81946)
H (4.67229, -8.16622, -7.41561)
H (4.23264, -6.62237, -9.11873)
H (2.81491, -7.51793, -8.45632)
H (2.42709, -5.42603, -6.87873)
H (2.10210, -5.02224, -8.43259)
H (4.80861, -5.04506, -7.50862)
O (-7.00781, 1.11167, -5.21597)
C (-7.14875, 0.23873, -4.17685)
C (-6.73288, -1.18581, -4.57611)
O (-5.36443, -1.25321, -4.89132)
H (-7.18578, 1.97145, -4.82778)
H (-6.37923, 0.63876, -3.51661)
H (-8.03339, 0.53243, -3.61185)
H (-7.29933, -1.53940, -5.43763)
H (-7.01268, -1.80727, -3.72546)
H (-5.10921, -0.40880, -5.27005)

Mulliken atomic charge list, values in e, 4 entries:
1. O -0.539
2. C -0.526
3. C -0.139
4. O -0.488

=====

(two)
The following is a DFT calculation (ωB97M-V/def2-TZVPD) of 11 unconnected molecules or ions with the total composition C22H66O22.

Values from the calculation:
Orbital gap   9.84 eV
Charge   0
SMILES string   OCCO.OCCO.OCCO.OCCO.OCCO.OCCO.OCCO.OCCO.OCCO.OCCO.OCCO

Element x y z (Å)
O (12.57487, -4.73498, 4.66174)
C (13.74116, -4.01182, 4.52676)
C (14.68333, -4.44736, 3.36374)
O (14.17726, -4.13835, 2.15334)
H (12.02986, -4.23903, 5.27704)
H (13.44012, -2.96631, 4.46064)
H (14.27618, -4.12451, 5.46972)
H (15.02721, -5.47859, 3.44391)
H (15.53176, -3.76666, 3.43377)
H (14.84109, -4.25659, 1.47002)
O (25.31394, -5.14913, -7.81175)
C (24.56450, -4.47941, -6.80478)
C (23.05038, -4.25535, -7.09645)
O (22.94272, -3.01787, -7.72500)
H (25.55347, -4.55230, -8.52449)
H (24.72351, -5.13768, -5.95067)
H (25.07298, -3.55891, -6.51805)
H (22.48817, -4.16009, -6.16749)
H (22.60967, -4.98653, -7.77412)
H (22.20008, -2.51159, -7.38769)
O (20.95560, -6.82696, -1.90781)
C (19.99432, -7.79391, -1.75484)
C (18.76526, -7.26333, -0.99546)
O (17.88380, -6.45178, -1.79797)
H (21.84349, -7.09492, -2.15573)
H (19.64735, -8.19072, -2.70891)
H (20.37777, -8.64598, -1.19355)
H (18.99561, -6.73288, -0.07151)
H (18.20424, -8.18894, -0.86670)
H (18.52198, -5.86844, -2.21516)
O (22.90022, -0.19223, -0.06183)
C (21.75237, 0.60083, -0.27225)
C (20.37384, -0.27337, -0.22663)
O (20.29553, -1.22611, -1.28809)
H (23.64479, 0.33880, -0.35378)
H (21.79071, 1.37328, 0.49582)
H (21.79214, 1.17686, -1.19678)
H (19.46064, 0.31307, -0.32796)
H (20.34224, -0.86560, 0.68791)
H (21.01557, -1.83310, -1.10174)
O (18.87929, -7.62400, -11.14262)
C (19.33842, -8.82333, -10.35723)
C (18.27123, -9.23618, -9.26004)
O (18.05562, -8.01585, -8.58223)
H (18.06399, -7.95110, -11.52976)
H (19.57339, -9.64295, -11.03628)
H (20.29275, -8.55364, -9.90487)
H (18.63907, -10.02397, -8.60264)
H (17.37997, -9.59069, -9.77781)
H (17.98337, -7.31338, -9.23255)
O (13.81725, -0.92628, -5.83511)
C (15.15769, -1.32283, -5.63431)
C (16.13285, -0.24352, -6.10386)
O (17.41517, -0.74818, -5.68370)
H (13.37033, -1.06587, -4.99703)
H (15.40958, -1.37127, -4.57492)
H (15.39232, -2.32881, -5.98221)
H (15.92837, 0.64566, -5.50749)
H (16.04626, 0.09582, -7.13607)
H (17.49541, -0.67205, -4.73010)
O (13.40818, -8.67349, -5.95436)
C (12.49478, -7.57862, -5.79251)
C (12.05868, -7.14632, -7.23023)
O (11.09478, -8.08961, -7.69543)
H (14.27120, -8.34856, -6.22126)
H (11.66953, -7.80456, -5.11721)
H (12.95353, -6.69601, -5.34681)
H (12.83693, -6.98967, -7.97714)
H (11.61383, -6.15137, -7.24644)
H (11.62056, -8.89262, -7.71383)
O (15.46742, -1.79279, -14.67886)
C (16.42548, -2.40171, -13.77251)
C (15.77120, -2.68596, -12.40728)
O (14.64682, -3.57883, -12.67230)
H (14.90467, -2.48431, -15.03485)
H (16.85151, -3.30953, -14.19965)
H (17.31648, -1.79325, -13.61759)
H (15.32177, -1.81592, -11.92859)
H (16.48937, -3.20324, -11.77107)
H (13.99425, -3.05618, -13.14409)
O (14.36310, 5.33373, -2.87716)
C (13.63786, 5.47660, -1.64413)
C (14.64878, 5.80768, -0.51880)
O (15.67317, 4.88449, -0.57300)
H (15.24402, 5.22496, -2.51145)
H (12.86933, 6.24945, -1.65625)
H (13.13611, 4.55046, -1.36378)
H (14.21254, 5.64888, 0.46740)
H (15.08099, 6.80082, -0.64116)
H (16.24849, 5.14154, 0.15124)
O (11.04957, 1.72600, -9.27538)
C (10.94315, 3.02483, -8.71204)
C (9.52379, 3.17877, -8.07187)
O (8.41065, 3.21997, -8.95991)
H (11.31444, 1.19914, -8.51784)
H (11.67191, 3.13423, -7.90889)
H (10.98056, 3.76419, -9.51206)
H (9.58117, 3.97390, -7.32852)
H (9.39732, 2.32807, -7.40222)
H (7.60936, 3.10854, -8.44307)
O (9.65124, -0.32108, 0.70523)
C (8.62745, -0.77854, -0.01473)
C (9.05845, -0.93466, -1.51712)
O (10.22371, -1.69366, -1.63329)
H (10.43465, -0.56459, 0.20667)
H (8.41128, -1.76872, 0.38637)
H (7.71220, -0.20311, 0.12419)
H (9.17358, 0.07233, -1.91814)
H (8.24693, -1.40939, -2.06866)
H (10.14930, -2.40915, -0.99758)

Mulliken atomic charge list, values in e, 4 entries:
1. O -0.519
2. C -0.463
3. C -0.373
4. O -0.503

=====

Relative energies in kcal/mol: (one) 33.8; (two) 0.0

=====

(one)
The following is a DFT calculation (ωB97M-V/def2-TZVPD) of a molecular structure, C2H2N4O.

Values from the calculation:
Orbital gap   10.14 eV
Charge   0

Element x y z (Å)
C (1.47990, 1.26313, -0.12976)
C (-0.36669, -0.52810, -0.19092)
N (2.14082, 2.20149, 0.00841)
N (0.00938, -1.70716, 0.09943)
N (0.84173, 0.12408, -0.19929)
N (-1.63714, -0.04933, -0.16719)
O (1.36230, -1.22078, 0.03141)
H (-2.19440, -0.83969, 0.09985)
H (-1.63590, 0.75637, 0.44806)

Mulliken atomic charge list, values in e, 4 entries:
1. C 0.426
2. C 0.542
3. N -0.358
4. N -0.454

=====

(two)
The following is a DFT calculation (ωB97M-V/def2-TZVPD) of a single C2H2N4O molecule.

Values from the calculation:
Orbital gap   9.72 eV
Charge   0
SMILES string   Oc1ncnnn1

Element x y z (Å)
O (2.30313, -0.03905, -0.13019)
C (0.87682, 0.04389, -0.03196)
N (0.12411, 1.14978, 0.10116)
C (-1.09936, 0.95197, 0.04709)
N (-1.75851, -0.29864, -0.13810)
N (-1.07999, -1.35283, -0.02575)
N (0.25705, -1.12792, 0.14873)
H (2.26248, -1.17229, 0.16402)
H (-1.88575, 1.84509, -0.13500)

Mulliken atomic charge list, values in e, 4 entries:
1. O -0.514
2. C 0.565
3. N -0.361
4. C 0.140

=====

(three)
The following is a DFT calculation (ωB97M-V/def2-TZVPD) of a single C2H2N4O molecule.

Values from the calculation:
Orbital gap   8.63 eV
Charge   0
SMILES string   OC=C1N=NN=N1

Element x y z (Å)
O (-2.00290, -0.42559, -0.05287)
C (-1.20267, 0.57321, 0.06572)
C (0.21428, 0.25455, -0.06481)
N (1.30701, 1.10572, -0.06906)
N (2.28119, 0.24407, -0.04159)
N (1.87940, -0.99435, 0.08080)
N (0.59266, -1.03568, -0.02122)
H (-1.45003, -1.25813, -0.21043)
H (-1.61893, 1.53620, 0.31347)

Mulliken atomic charge list, values in e, 4 entries:
1. O -0.428
2. C -0.072
3. C 0.660
4. N -0.330

=====

Relative energies in kcal/mol: (one) 49.1; (two) 14.0; (three) 0.0